Entry from OMol25: a molecular structure, C33H64B2BeBr3Cl3F10I2LiN4O14PS2 at a distorted geometry (ωB97M-V/def2-TZVPD).

Calculated values
Total energy = -14474.24708 a.u.
Largest force on an atom = 4.94 eV Å⁻¹
Orbital gap = 1.7 eV
Highest occupied orbital energy = -7.673 eV

The geometry in ORCA input format:
```
! RIJCOSX wB97M-V def2-TZVPD def2/J DEFGRID3
* xyz 0 1
C -8.31 1.76 -0.54
C -7.38 1.45 -1.74
C -5.90 1.85 -1.47
O -5.14 0.66 -1.62
C -3.80 0.81 -2.00
C -2.83 0.78 -0.81
C -3.16 1.96 0.13
I -3.51 1.81 2.27
C -3.21 3.23 -0.29
C -2.84 3.65 -1.70
I -3.70 4.94 0.94
C -1.26 0.84 -0.94
C -0.47 1.74 0.12
C 1.07 1.67 0.13
C 1.62 2.17 1.52
C 2.41 1.07 2.28
C 1.53 0.29 3.29
C 2.45 -0.49 4.28
C 1.71 -1.03 5.51
O 1.55 -0.02 6.49
C 0.25 0.53 6.53
C -0.47 1.09 -2.24
B -1.14 0.80 -3.65
O -1.55 -0.43 -4.15
O -1.33 1.90 -4.51
C -0.84 -0.56 -0.35
O 0.02 -1.30 -0.63
N -1.87 -0.78 0.59
C -3.07 -0.69 -0.27
C -3.01 -1.86 -1.29
C -2.40 -3.21 -0.89
C -2.68 -3.87 0.48
O -1.44 -4.28 1.08
P -4.62 -0.94 0.85
O -4.01 -1.38 2.38
Cl -5.69 -2.61 0.25
H -7.92 2.54 0.11
H -8.49 0.84 0.01
H -9.28 2.06 -0.96
H -7.73 1.96 -2.65
H -7.47 0.38 -1.96
H -5.89 2.22 -0.45
H -5.67 2.65 -2.17
H -3.61 0.05 -2.78
H -3.75 1.71 -2.64
H -1.97 3.10 -2.06
H -2.56 4.70 -1.73
H -3.67 3.56 -2.42
H -0.78 1.46 1.13
H -0.66 2.80 -0.07
H 1.45 2.38 -0.61
H 1.54 0.72 -0.08
H 0.82 2.53 2.18
H 2.36 2.95 1.32
H 3.23 1.51 2.84
H 2.82 0.33 1.59
H 0.85 -0.41 2.78
H 0.94 1.04 3.83
H 3.29 0.15 4.54
H 2.87 -1.34 3.71
H 0.75 -1.45 5.18
H 2.30 -1.84 5.96
H 0.34 1.62 6.62
H -0.23 0.17 7.45
H -0.36 0.31 5.65
H 0.50 0.55 -2.29
H -0.17 2.14 -2.27
H -2.24 -0.20 -4.78
H -0.44 2.11 -4.93
H -1.80 -1.59 1.18
H -3.99 -2.02 -1.76
H -2.43 -1.50 -2.16
H -1.31 -3.19 -1.02
H -2.72 -3.94 -1.66
H -3.24 -3.29 1.22
H -3.24 -4.80 0.33
H -1.05 -3.49 1.44
H -4.47 -0.84 3.03
N -1.26 -1.09 3.75
H -0.55 -1.15 3.02
H -0.98 -0.37 4.42
H -2.18 -0.85 3.33
H -1.32 -2.01 4.24
C -0.09 5.44 -4.40
C 0.64 4.74 -5.57
C 0.07 5.27 -6.90
O 0.41 3.40 -5.49
H -1.17 5.24 -4.42
H 0.30 5.11 -3.44
H 0.04 6.52 -4.45
H 1.69 5.10 -5.52
H -1.00 5.06 -6.98
H 0.58 4.81 -7.75
H 0.21 6.35 -6.97
Be -2.55 2.58 -5.74
B -10.63 0.52 2.54
F -11.33 -0.67 2.80
F -11.03 1.03 1.27
F -10.92 1.47 3.53
F -9.24 0.26 2.52
Cl 0.42 -5.26 -3.43
C 1.16 -3.63 -3.39
C 1.48 -3.11 -4.77
Cl 2.80 -4.01 -5.53
H 2.04 -3.68 -2.77
H 0.44 -2.97 -2.89
H 1.80 -2.07 -4.70
H 0.61 -3.16 -5.44
Br 2.34 -1.41 -0.06
C 5.36 -1.08 -0.50
F 4.51 -1.40 0.55
F 4.82 -1.57 -1.62
F 5.33 0.24 -0.63
S 7.05 -1.73 -0.22
O 6.86 -3.15 -0.14
O 7.47 -1.10 0.99
N 7.67 -1.18 -1.55
S 9.21 -1.51 -1.77
O 9.53 -2.88 -2.02
O 10.11 -0.81 -0.90
C 9.39 -0.68 -3.39
F 9.09 0.62 -3.32
F 8.57 -1.21 -4.31
F 10.62 -0.78 -3.86
C 11.01 -0.36 1.96
N 11.66 0.69 2.80
O 12.85 0.85 2.67
O 10.95 1.31 3.55
H 11.77 -0.83 1.34
H 10.56 -1.08 2.64
H 10.26 0.13 1.35
Br -0.46 -4.13 3.96
C 0.55 -4.59 5.57
C -0.37 -4.83 6.73
Br -1.05 -3.15 7.45
H 1.25 -3.78 5.75
H 1.10 -5.49 5.31
H 0.16 -5.30 7.55
H -1.23 -5.44 6.47
Li -1.28 -3.40 -3.95
*
```


Entry from OMol25: 6 unconnected molecules or ions with the total composition C33H64NO13S at a distorted geometry (ωB97M-V/def2-TZVPD).

Calculated values
Total energy = -2726.82317 a.u.
Largest force on an atom = 2.13 eV Å⁻¹
Orbital gap (spin up / spin down) = 8.3 / 8.9 eV
Highest occupied orbital energy (spin up / spin down) = -7.862 / -8.388 eV

The geometry in ORCA input format:
```
! RIJCOSX wB97M-V def2-TZVPD def2/J DEFGRID3
* xyz 0 2
C -2.29 2.74 2.20
C -1.41 1.63 1.61
C -0.30 2.32 0.80
C -0.86 0.75 2.75
C -0.39 -0.69 2.41
S -0.66 -1.57 4.00
C 1.12 -0.72 2.13
C 1.75 -2.07 1.78
C 2.56 -2.13 0.48
C 3.66 -1.10 0.52
O 4.37 -0.92 1.44
O 3.81 -0.34 -0.62
C -1.28 -1.35 1.34
C -1.73 -0.48 0.16
C -2.87 -1.18 -0.61
C -0.60 -0.23 -0.85
N -2.29 0.79 0.73
O -3.45 0.59 1.25
H -3.07 3.03 1.49
H -2.78 2.44 3.12
H -1.69 3.62 2.41
H 0.08 3.18 1.36
H 0.55 1.68 0.57
H -0.70 2.68 -0.16
H 0.00 1.28 3.18
H -1.62 0.70 3.54
H -0.10 -2.74 3.70
H 1.38 0.05 1.39
H 1.58 -0.38 3.07
H 1.01 -2.88 1.78
H 2.45 -2.33 2.58
H 1.96 -1.98 -0.43
H 3.04 -3.11 0.43
H 3.05 0.26 -0.68
H -0.78 -2.23 0.93
H -2.19 -1.71 1.84
H -3.40 -1.91 0.00
H -2.44 -1.71 -1.46
H -3.57 -0.44 -1.00
H -0.45 -1.12 -1.45
H 0.35 -0.01 -0.38
H -0.83 0.61 -1.51
O 4.37 3.72 -0.03
C 5.49 3.28 0.11
O 6.50 3.93 -0.52
C 7.87 3.58 -0.33
C 8.30 2.43 -1.22
C 5.76 2.02 0.88
H 8.07 3.37 0.73
H 8.42 4.48 -0.58
H 7.75 1.52 -0.98
H 9.36 2.23 -1.09
H 8.12 2.68 -2.26
H 5.55 1.16 0.24
H 5.07 1.97 1.71
H 6.77 1.92 1.27
O 1.95 -0.75 -2.83
C 2.37 -0.29 -3.86
O 1.49 -0.10 -4.87
C 1.84 0.58 -6.08
C 2.49 -0.34 -7.09
C 3.83 0.02 -4.06
H 2.46 1.46 -5.86
H 0.89 0.95 -6.46
H 3.44 -0.73 -6.73
H 2.68 0.20 -8.02
H 1.84 -1.18 -7.31
H 4.33 -0.91 -4.34
H 4.24 0.34 -3.10
H 4.03 0.77 -4.81
O -7.30 5.49 2.98
C -7.20 4.62 2.15
O -6.08 3.88 2.13
C -5.92 2.74 1.26
C -5.47 3.12 -0.13
C -8.27 4.40 1.11
H -6.84 2.15 1.25
H -5.16 2.14 1.75
H -6.21 3.75 -0.63
H -5.30 2.24 -0.73
H -4.54 3.69 -0.08
H -8.11 5.12 0.30
H -9.23 4.63 1.57
H -8.30 3.40 0.69
O 2.15 -3.58 4.64
C 1.90 -4.57 5.28
O 0.60 -4.95 5.36
C 0.19 -6.17 5.99
C 0.04 -6.03 7.49
C 2.96 -5.34 6.02
H 0.87 -6.98 5.72
H -0.77 -6.39 5.53
H 1.00 -5.80 7.96
H -0.33 -6.96 7.91
H -0.66 -5.23 7.72
H 3.13 -4.84 6.97
H 3.88 -5.28 5.44
H 2.72 -6.38 6.20
O -4.24 1.50 -3.02
C -4.12 0.65 -3.86
O -3.01 -0.11 -3.84
C -2.82 -1.25 -4.70
C -2.27 -0.86 -6.05
C -5.14 0.46 -4.96
H -3.74 -1.82 -4.77
H -2.10 -1.86 -4.16
H -2.97 -0.22 -6.60
H -2.08 -1.75 -6.65
H -1.34 -0.31 -5.93
H -4.92 1.18 -5.74
H -6.12 0.69 -4.55
H -5.16 -0.53 -5.39
*
```


Entry from OMol25: 11 unconnected molecules or ions with the total composition C33H66O33 at a distorted geometry (ωB97M-V/def2-TZVPD).

Calculated values
Energy relative to the best compared isomer or geometry (same formula, charge and spin) = 2.728 eV
Total energy = -3779.90458 a.u.
Largest force on an atom = 4.36 eV Å⁻¹
Orbital gap = 11.1 eV
Highest occupied orbital energy = -10.495 eV
SMILES string = COC(=O)OC.COC(=O)OC.COC(=O)OC.COC(=O)OC.COC(=O)OC.COC(=O)OC.COC(=O)OC.COC(=O)OC.COC(=O)OC.COC(=O)OC.COC(=O)OC

The geometry in ORCA input format:
```
! RIJCOSX wB97M-V def2-TZVPD def2/J DEFGRID3
* xyz 0 1
C -1.32 -5.56 0.91
O -0.52 -6.22 1.89
C 0.27 -7.15 1.40
O 0.29 -7.60 0.26
O 1.07 -7.55 2.39
C 2.05 -8.51 1.95
H -1.56 -6.30 0.14
H -0.72 -4.78 0.51
H -2.20 -5.23 1.38
H 2.70 -8.68 2.82
H 2.75 -8.24 1.12
H 1.55 -9.45 1.76
C 0.71 6.47 2.08
O 2.04 6.93 2.19
C 2.69 6.34 3.23
O 2.30 5.58 4.05
O 3.96 6.81 3.27
C 4.74 6.46 4.40
H 0.61 5.82 1.21
H 0.07 7.31 2.13
H 0.50 5.85 2.93
H 4.32 6.88 5.30
H 5.64 7.04 4.21
H 4.98 5.40 4.58
C 1.36 0.02 6.25
O 2.59 -0.54 5.70
C 3.19 0.11 4.68
O 2.63 0.96 4.02
O 4.45 -0.29 4.54
C 4.66 -1.73 4.76
H 0.59 0.12 5.47
H 1.58 1.03 6.63
H 1.03 -0.67 7.01
H 4.07 -2.37 4.13
H 4.73 -1.97 5.81
H 5.65 -1.96 4.36
C 1.81 -2.00 -3.15
O 1.70 -2.51 -1.80
C 1.46 -3.85 -1.70
O 1.19 -4.31 -0.67
O 1.39 -4.44 -2.87
C 1.14 -5.85 -2.86
H 2.14 -0.97 -2.91
H 0.78 -2.12 -3.59
H 2.64 -2.49 -3.70
H 1.50 -6.25 -3.80
H 0.06 -6.02 -2.71
H 1.62 -6.37 -2.06
C 3.89 2.75 0.71
O 3.66 2.25 -0.65
C 2.49 2.41 -1.32
O 2.34 1.93 -2.40
O 1.67 3.26 -0.65
C 0.47 3.51 -1.39
H 3.63 3.83 0.77
H 4.93 2.56 0.99
H 3.19 2.16 1.29
H -0.25 3.99 -0.78
H 0.10 2.63 -1.87
H 0.67 4.22 -2.22
C -1.30 -2.25 2.87
O -1.99 -1.00 2.78
C -3.02 -1.00 1.89
O -3.37 -1.96 1.26
O -3.54 0.19 1.90
C -4.76 0.47 1.21
H -1.91 -3.08 2.49
H -1.05 -2.42 3.88
H -0.41 -2.12 2.29
H -5.37 1.07 1.87
H -5.39 -0.43 1.05
H -4.46 0.94 0.32
C 2.88 -4.92 2.24
O 2.29 -3.62 2.36
C 3.03 -2.76 1.68
O 4.00 -2.99 0.95
O 2.57 -1.55 2.02
C 3.14 -0.47 1.30
H 3.98 -4.84 2.15
H 2.33 -5.50 1.47
H 2.67 -5.35 3.23
H 4.10 -0.22 1.81
H 2.46 0.34 1.47
H 3.21 -0.62 0.17
C -0.45 0.03 -0.78
O -0.16 0.76 0.44
C -1.14 1.62 0.87
O -2.15 1.93 0.30
O -0.85 2.20 2.08
C 0.07 1.48 2.83
H -0.61 -1.05 -0.65
H 0.37 0.21 -1.50
H -1.32 0.46 -1.22
H 1.09 1.80 2.62
H 0.02 0.38 2.70
H -0.15 1.68 3.90
C -5.23 4.69 -5.86
O -4.63 3.46 -6.31
C -4.39 2.56 -5.34
O -4.65 2.63 -4.18
O -3.98 1.39 -5.94
C -3.92 0.30 -4.98
H -5.47 5.22 -6.77
H -4.60 5.21 -5.21
H -6.18 4.51 -5.36
H -4.94 -0.13 -4.76
H -3.37 0.67 -4.10
H -3.42 -0.56 -5.51
C -3.87 -2.06 -1.80
O -3.82 -2.66 -3.12
C -2.59 -3.00 -3.49
O -1.63 -2.99 -2.78
O -2.59 -3.35 -4.75
C -1.36 -4.04 -5.17
H -4.80 -1.59 -1.73
H -2.99 -1.45 -1.66
H -3.71 -2.83 -1.04
H -1.62 -4.18 -6.20
H -1.29 -4.99 -4.69
H -0.49 -3.49 -4.86
C -3.74 4.37 -1.24
O -2.46 4.39 -1.90
C -2.36 5.48 -2.69
O -3.18 6.24 -3.11
O -1.00 5.55 -2.90
C -0.59 6.66 -3.77
H -3.72 3.76 -0.43
H -4.53 4.07 -1.99
H -3.92 5.39 -0.89
H -0.60 6.30 -4.81
H 0.45 6.90 -3.39
H -1.30 7.47 -3.62
*
```